[1]
Molecular formula: C22H28N5P
Method: DFT, ωB97M-V/def2-TZVPD

Last column: Löwdin charge in e.
Atoms and positions in Å:
C1 -1.012 -2.824 2.410  0.007
C2 -2.182 -2.916 2.673  -0.508
P1 -3.946 -2.989 2.989  0.722
H1 -0.035 -2.631 2.032  0.012
H2 -4.327 -3.910 1.985  -0.115
H3 -4.343 -1.800 2.331  -0.117
N1 0.836 0.526 0.909  0.013
C3 1.899 1.288 1.310  -0.133
C4 2.977 0.948 0.538  -0.099
C5 2.546 -0.057 -0.367  -0.117
C6 1.219 -0.294 -0.115  -0.153
H4 -0.084 0.562 1.308  0.140
H5 1.797 2.003 2.108  0.095
H6 3.964 1.373 0.613  0.093
H7 3.147 -0.549 -1.116  0.081
H8 0.518 -0.973 -0.572  0.096
N2 -1.268 5.167 4.205  0.002
C7 -1.567 4.175 3.313  -0.150
C8 -0.405 3.818 2.683  -0.115
C9 0.636 4.626 3.217  -0.112
C10 0.072 5.447 4.155  -0.137
H9 -1.930 5.622 4.805  0.143
H10 -2.574 3.812 3.203  0.107
H11 -0.312 3.063 1.921  0.069
H12 1.678 4.607 2.943  0.089
H13 0.505 6.202 4.788  0.106
N3 1.664 -2.097 -3.315  0.020
C11 1.962 -2.162 -4.647  -0.131
C12 1.342 -3.269 -5.165  -0.110
C13 0.639 -3.897 -4.101  -0.123
C14 0.856 -3.148 -2.973  -0.155
H14 1.988 -1.388 -2.683  0.106
H15 2.586 -1.418 -5.112  0.109
H16 1.387 -3.594 -6.191  0.092
H17 0.045 -4.794 -4.157  0.098
H18 0.508 -3.275 -1.961  0.105
N4 -5.296 6.001 0.204  0.001
C15 -4.019 6.170 0.664  -0.133
C16 -4.068 6.209 2.032  -0.122
C17 -5.430 6.055 2.411  -0.111
C18 -6.162 5.927 1.261  -0.143
H19 -5.558 5.941 -0.762  0.143
H20 -3.188 6.248 -0.016  0.108
H21 -3.223 6.335 2.685  0.071
H22 -5.826 6.039 3.413  0.088
H23 -7.218 5.792 1.104  0.104
N5 3.319 -5.664 -2.947  0.015
C19 4.090 -6.366 -3.830  -0.142
C20 4.654 -7.417 -3.156  -0.119
C21 4.202 -7.347 -1.812  -0.119
C22 3.379 -6.255 -1.717  -0.145
H24 2.784 -4.841 -3.171  0.101
H25 4.170 -6.059 -4.859  0.104
H26 5.315 -8.155 -3.580  0.086
H27 4.451 -8.020 -1.008  0.086
H28 2.833 -5.850 -0.881  0.102

Summary:
SMILES string = c1cc[nH]c1.c1cc[nH]c1.c1cc[nH]c1.c1cc[nH]c1.c1cc[nH]c1.C#CP
Kohn-Sham gap = 8.42 eV
Total charge = 0
LUMO energy = 0.46 eV
Multiplicity = 1
DFT total energy = -1470.10338 Eh
HOMO level = -7.96 eV


[2]
Molecular formula: C4H10O2PS
Method: DFT, ωB97M-V/def2-TZVPD

Last column: Löwdin charge in e.
Atoms and positions in Å:
C1 1.518 -0.150 1.183  -0.236
C2 1.958 0.882 0.211  -0.455
C3 -1.440 2.046 0.054  -0.074
C4 -1.316 -2.163 -1.096  0.035
O1 0.123 -0.469 0.914  -0.253
O2 -1.711 0.698 -0.483  -0.300
P1 -0.461 -0.189 -0.536  0.564
S1 1.227 0.490 -1.439  0.806
H1 2.153 -0.951 1.031  0.105
H2 1.683 0.264 2.187  0.152
H3 1.591 1.936 0.566  0.123
H4 3.013 0.909 0.174  0.080
H5 -0.493 2.564 -0.340  0.095
H6 -1.351 1.943 1.242  0.137
H7 -2.467 2.542 -0.098  0.127
H8 -0.822 -2.640 -1.909  0.026
H9 -2.336 -1.913 -1.278  0.025
H10 -1.009 -2.729 -0.212  0.044

Summary:
Relative energy (zero: lowest compared OMol25 entry of this formula, charge and spin) = 3.8 kcal per mole
Kohn-Sham gap = 10.87 eV
Total charge = +1
LUMO energy = -3.65 eV
Multiplicity = 1
DFT total energy = -1048.16619 Eh
HOMO level = -14.52 eV


[3]
Molecular formula: C24H45N2O6
Method: DFT, ωB97M-V/def2-TZVPD

Last column: Löwdin charge in e.
Atoms and positions in Å:
C1 1.913 -2.550 2.461  -0.123
C2 1.522 -0.972 2.089  -0.250
C3 0.867 -0.177 3.365  -0.199
C4 -0.035 1.099 2.770  -0.118
C5 -1.618 0.575 2.853  -0.065
C6 -2.222 -0.622 1.906  0.119
N1 -3.628 -0.674 2.464  -0.130
C7 -4.787 -1.603 2.091  -0.073
C8 -4.755 -2.808 3.251  -0.095
O1 -5.252 -4.041 3.018  -0.055
C9 -3.858 0.338 3.576  0.029
N2 -2.603 1.157 3.856  0.104
H1 2.964 -2.478 3.022  0.061
H2 1.151 -3.044 3.205  0.074
H3 2.005 -3.157 1.452  0.079
H4 0.760 -0.944 1.176  0.066
H5 2.505 -0.391 1.785  0.126
H6 1.640 0.154 4.185  0.123
H7 0.118 -0.937 3.898  0.108
H8 0.241 1.377 1.667  0.121
H9 0.115 2.052 3.468  0.110
H10 -1.750 -1.269 1.051  0.142
H11 -5.786 -1.007 2.245  0.148
H12 -4.672 -2.105 1.039  0.158
H13 -4.276 -2.641 4.330  0.148
H14 -4.855 0.474 4.178  0.162
H15 -2.425 1.923 4.551  0.166
C10 -0.564 -1.937 -1.984  -0.010
C11 -0.369 -0.495 -1.599  -0.459
O2 0.065 -0.184 -0.491  -0.008
C12 -0.727 0.550 -2.621  -0.012
H16 -0.265 -2.580 -1.149  0.084
H17 -1.618 -2.123 -2.208  0.092
H18 0.057 -2.178 -2.850  0.051
H19 -1.788 0.476 -2.873  0.089
H20 -0.112 0.421 -3.515  0.086
H21 -0.535 1.545 -2.204  0.086
C13 -0.887 3.677 -5.686  -0.024
C14 -2.061 2.785 -5.989  -0.491
O3 -2.010 1.573 -5.785  0.033
C15 -3.298 3.432 -6.551  -0.025
H22 -0.066 3.073 -5.286  0.081
H23 -0.547 4.168 -6.601  0.090
H24 -1.170 4.422 -4.938  0.087
H25 -3.066 3.912 -7.505  0.089
H26 -3.688 4.166 -5.841  0.087
H27 -4.063 2.667 -6.720  0.086
C16 -0.300 6.244 1.841  -0.025
C17 0.239 5.366 2.938  -0.498
O4 1.295 4.749 2.802  0.048
C18 -0.563 5.271 4.208  -0.035
H28 0.383 6.216 0.985  0.088
H29 -1.278 5.879 1.519  0.084
H30 -0.375 7.275 2.194  0.090
H31 -1.553 4.863 3.992  0.073
H32 -0.651 6.259 4.667  0.091
H33 -0.054 4.603 4.910  0.081
C19 0.336 -4.125 -6.061  -0.019
C20 0.531 -2.683 -5.675  -0.468
O5 0.965 -2.371 -4.568  0.019
C21 0.173 -1.637 -6.697  -0.015
H34 0.635 -4.767 -5.226  0.087
H35 -0.718 -4.310 -6.285  0.089
H36 0.957 -4.365 -6.927  0.090
H37 -0.888 -1.712 -6.950  0.092
H38 0.788 -1.767 -7.592  0.090
H39 0.365 -0.643 -6.281  0.079
C22 6.857 -2.187 3.740  -0.024
C23 5.761 -3.142 4.132  -0.486
O6 4.650 -2.736 4.467  0.022
C24 6.079 -4.613 4.098  -0.023
H40 6.485 -1.159 3.811  0.085
H41 7.707 -2.299 4.416  0.088
H42 7.164 -2.377 2.708  0.088
H43 6.895 -4.833 4.791  0.088
H44 6.351 -4.911 3.082  0.088
H45 5.195 -5.182 4.405  0.086

Summary:
Kohn-Sham gap = 7.39 eV
Total charge = +1
LUMO energy = -3.77 eV
Multiplicity = 1
DFT total energy = -1501.88654 Eh
HOMO level = -11.16 eV


[4]
Molecular formula: C5H7NO2
Method: DFT, ωB97M-V/def2-TZVPD

Last column: Löwdin charge in e.
Atoms and positions in Å:
C1 -1.460 1.168 0.368  -0.237
C2 -0.597 0.759 -0.783  -0.133
C3 0.455 -0.225 -0.542  -0.230
C4 1.101 -1.358 -1.038  -0.036
C5 2.065 -0.942 0.836  -0.197
H1 -1.439 -0.546 1.487  0.102
H2 -2.353 1.709 0.101  0.125
H3 -0.897 1.661 1.081  0.092
H4 -1.258 0.465 -1.546  0.107
H5 -0.183 1.705 -1.255  0.150
H6 0.906 -1.829 -1.983  0.100
H7 2.450 -0.798 1.863  0.145
N1 2.118 -1.774 -0.123  0.082
O1 -2.029 -0.033 0.893  -0.074
O2 1.122 0.037 0.640  0.002

Summary:
Relative energy (zero: lowest compared OMol25 entry of this formula, charge and spin) = 33.0 kcal per mole
SMILES string = OCCc1cnco1
Kohn-Sham gap = 10.07 eV
Total charge = 0
LUMO energy = 0.81 eV
Multiplicity = 1
DFT total energy = -399.91300 Eh
HOMO level = -9.26 eV


- Among the records above, which one has the highest Kohn-Sham gap?
  C4H10O2PS


- The highest Kohn-Sham gap belongs to which entry?
  C4H10O2PS


- What is the LUMO energy in the second record?
  -3.65 eV


- What is the DFT total energy in the third record?
  -1501.88654 Eh